12
Properties=species:S:1:pos:R:3:forces:R:3 method="wB97M-V/def2-TZVPD" charge=0 smiles="O=CC(=O)N1CC1" de_lowest_kcal_mol=51.7 homo_energy_ev=-10.10 total_energy_ha=-360.587065
H 2.296278 0.135874 0.922941 -0.2 0.0 -0.2
O -1.493733 -2.398294 0.498296 0.1 0.7 -0.6
C -0.611360 -0.410225 -0.591115 0.2 0.3 -0.4
O -0.659211 0.193109 -1.643828 0.1 -0.4 0.8
H 0.390131 1.599646 1.768180 0.0 0.0 -0.2
H -2.273975 -1.656126 -1.218870 -0.2 -0.1 -0.1
N 0.206279 -0.145801 0.522699 -0.2 -0.1 0.0
C 0.424173 1.298469 0.726747 0.1 0.4 0.0
H -0.039465 1.953427 -0.008320 0.0 -0.1 0.2
C 1.517701 0.458300 0.235331 0.3 0.1 -0.1
H 1.788768 0.570231 -0.810928 0.0 -0.1 0.1
C -1.545587 -1.598609 -0.401134 -0.2 -0.7 0.4